# C24H33N5O5S

A structure of composition C24H33N5O5S (the ωB97M-V functional and the def2-TZVPD basis, the OMol25 dataset).

Output
**HOMO-LUMO gap**: 8.086 eV
**E_HOMO**: -0.30520 hartree
**Energy above the lowest of the compared OMol25 structures with the same formula, charge and spin**: 0.011 eV

```
68
C24H33N5O5S the ωB97M-V functional and the def2-TZVPD basis
C 6.714 -2.423 -2.614
H 6.941 -2.828 -1.630
H 6.657 -1.341 -2.536
H 7.533 -2.672 -3.285
C 5.406 -3.010 -3.139
C 5.563 -4.512 -3.371
H 6.368 -4.707 -4.076
H 4.647 -4.940 -3.770
H 5.798 -5.015 -2.435
C 4.245 -2.756 -2.173
C 3.896 -1.274 -2.017
N 2.712 -1.112 -1.208
C 2.734 -0.590 0.024
O 3.717 -0.108 0.556
C 1.373 -0.631 0.747
N 0.355 0.153 0.047
C -0.359 -0.355 -0.986
O -0.022 -1.409 -1.544
C -1.560 0.320 -1.451
C -2.250 -0.069 -2.608
N -1.864 -0.987 -3.498
H -1.092 -1.586 -3.245
H -2.512 -1.201 -4.244
C -3.449 0.703 -2.737
N -3.667 1.570 -1.771
S -2.497 1.557 -0.660
C -4.408 0.529 -3.846
O -4.246 -0.300 -4.728
N -5.467 1.358 -3.791
H -5.545 2.011 -3.030
H -6.179 1.308 -4.499
C 0.312 1.535 0.468
C -0.415 1.751 1.777
C -1.290 0.804 2.280
C -1.962 0.987 3.488
C -1.723 2.156 4.164
C -0.845 3.119 3.660
C -0.178 2.939 2.476
H 0.503 3.685 2.101
O -0.790 4.178 4.524
C -1.654 3.853 5.592
O -2.238 2.590 5.355
H -2.444 4.616 5.673
H -1.081 3.824 6.534
H -2.638 0.244 3.876
H -1.460 -0.108 1.729
H 1.348 1.878 0.578
H -0.141 2.148 -0.316
H 1.521 -0.123 1.705
C 0.947 -2.073 1.043
H -0.091 -2.074 1.382
H 0.994 -2.671 0.133
C 1.836 -2.710 2.120
C 1.755 -4.232 2.029
H 0.728 -4.566 2.169
H 2.100 -4.579 1.058
H 2.372 -4.693 2.797
C 1.426 -2.248 3.517
H 0.406 -2.560 3.735
H 2.084 -2.683 4.266
H 1.481 -1.167 3.610
H 2.872 -2.404 1.940
H 1.829 -1.477 -1.556
H 3.725 -0.825 -3.001
H 4.699 -0.736 -1.510
H 3.358 -3.279 -2.540
H 4.492 -3.166 -1.191
H 5.168 -2.534 -4.097
```

Atomic partial charges in e from the Löwdin method, atoms 1 to 5:
1. C -0.077
2. H 0.085
3. H 0.070
4. H 0.075
5. C -0.446

---

# C24H34AsN4OPdS

A structure of composition C24H34AsN4OPdS (the ωB97M-V functional and the def2-TZVPD basis, the OMol25 dataset).

Output
**Net charge**: +3
**HOMO-LUMO gap (spin up / spin down)**: 5.012 / 5.002 eV
**E_HOMO (spin up / spin down)**: -0.61038 / -0.61033 hartree
**Energy above the lowest of the compared OMol25 structures with the same formula, charge and spin**: 0.411 eV

```
66
C24H34AsN4OPdS the ωB97M-V functional and the def2-TZVPD basis
Pd 0.127 -0.629 0.936
C -1.184 -0.656 3.871
N -0.201 0.247 3.252
C 1.119 0.182 3.905
C -0.681 1.554 3.003
C -1.590 2.172 3.839
C -2.033 3.463 3.573
C -1.599 4.144 2.428
C -0.691 3.562 1.585
C -0.188 2.258 1.853
N 0.620 1.556 1.037
C 1.439 2.054 0.105
C 1.825 3.423 0.009
C 2.493 3.870 -1.099
C 2.831 2.972 -2.119
C 2.598 1.602 -1.974
C 1.958 1.124 -0.856
N 1.849 -0.282 -0.599
C 1.363 -1.067 -1.753
C 3.122 -0.801 -0.056
H -1.299 -0.473 4.945
H -0.851 -1.684 3.758
H -2.151 -0.534 3.386
H 1.034 0.466 4.960
H 1.819 0.863 3.426
H 1.504 -0.834 3.856
H -1.926 1.668 4.735
H -2.725 3.940 4.255
H -1.991 5.127 2.203
H -0.415 4.062 0.669
H 1.630 4.093 0.835
H 2.772 4.911 -1.183
H 3.338 3.329 -3.006
H 2.974 0.920 -2.725
H 2.048 -1.019 -2.605
H 0.388 -0.693 -2.061
H 1.282 -2.109 -1.457
H 3.907 -0.789 -0.819
H 2.987 -1.824 0.286
H 3.453 -0.184 0.778
C -3.832 1.402 0.547
As -3.276 -0.042 -0.612
C -4.289 -1.638 -0.220
C -3.568 0.469 -2.445
O -1.638 -0.340 -0.403
H -4.875 1.649 0.355
H -3.211 2.272 0.343
H -3.719 1.106 1.589
H -5.353 -1.404 -0.201
H -3.986 -2.035 0.746
H -4.100 -2.374 -0.999
H -4.637 0.551 -2.638
H -3.143 -0.294 -3.094
H -3.090 1.427 -2.639
S 0.524 -2.816 1.706
C 0.305 -4.139 0.617
N 0.928 -5.296 0.936
C 0.795 -6.434 0.223
C 0.010 -6.451 -0.897
C -0.639 -5.273 -1.276
C -0.498 -4.123 -0.522
H 1.511 -5.304 1.765
H 1.337 -7.299 0.577
H -0.112 -7.363 -1.461
H -1.260 -5.264 -2.163
H -1.016 -3.207 -0.772
```

Atomic partial charges in e from the Löwdin method, atoms 1 to 5:
1. Pd 0.734
2. C -0.067
3. N -0.231
4. C -0.027
5. C -0.168

---

Repeat the first record exactly.
# C24H33N5O5S

A structure of composition C24H33N5O5S (the ωB97M-V functional and the def2-TZVPD basis, the OMol25 dataset).

Output
**HOMO-LUMO gap**: 8.086 eV
**E_HOMO**: -0.30520 hartree
**Energy above the lowest of the compared OMol25 structures with the same formula, charge and spin**: 0.011 eV

```
68
C24H33N5O5S the ωB97M-V functional and the def2-TZVPD basis
C 6.714 -2.423 -2.614
H 6.941 -2.828 -1.630
H 6.657 -1.341 -2.536
H 7.533 -2.672 -3.285
C 5.406 -3.010 -3.139
C 5.563 -4.512 -3.371
H 6.368 -4.707 -4.076
H 4.647 -4.940 -3.770
H 5.798 -5.015 -2.435
C 4.245 -2.756 -2.173
C 3.896 -1.274 -2.017
N 2.712 -1.112 -1.208
C 2.734 -0.590 0.024
O 3.717 -0.108 0.556
C 1.373 -0.631 0.747
N 0.355 0.153 0.047
C -0.359 -0.355 -0.986
O -0.022 -1.409 -1.544
C -1.560 0.320 -1.451
C -2.250 -0.069 -2.608
N -1.864 -0.987 -3.498
H -1.092 -1.586 -3.245
H -2.512 -1.201 -4.244
C -3.449 0.703 -2.737
N -3.667 1.570 -1.771
S -2.497 1.557 -0.660
C -4.408 0.529 -3.846
O -4.246 -0.300 -4.728
N -5.467 1.358 -3.791
H -5.545 2.011 -3.030
H -6.179 1.308 -4.499
C 0.312 1.535 0.468
C -0.415 1.751 1.777
C -1.290 0.804 2.280
C -1.962 0.987 3.488
C -1.723 2.156 4.164
C -0.845 3.119 3.660
C -0.178 2.939 2.476
H 0.503 3.685 2.101
O -0.790 4.178 4.524
C -1.654 3.853 5.592
O -2.238 2.590 5.355
H -2.444 4.616 5.673
H -1.081 3.824 6.534
H -2.638 0.244 3.876
H -1.460 -0.108 1.729
H 1.348 1.878 0.578
H -0.141 2.148 -0.316
H 1.521 -0.123 1.705
C 0.947 -2.073 1.043
H -0.091 -2.074 1.382
H 0.994 -2.671 0.133
C 1.836 -2.710 2.120
C 1.755 -4.232 2.029
H 0.728 -4.566 2.169
H 2.100 -4.579 1.058
H 2.372 -4.693 2.797
C 1.426 -2.248 3.517
H 0.406 -2.560 3.735
H 2.084 -2.683 4.266
H 1.481 -1.167 3.610
H 2.872 -2.404 1.940
H 1.829 -1.477 -1.556
H 3.725 -0.825 -3.001
H 4.699 -0.736 -1.510
H 3.358 -3.279 -2.540
H 4.492 -3.166 -1.191
H 5.168 -2.534 -4.097
```

Atomic partial charges in e from the Löwdin method, atoms 1 to 5:
1. C -0.077
2. H 0.085
3. H 0.070
4. H 0.075
5. C -0.446